Model i:
A 3-piece molecular cluster, C4H14O2S overall. Source: the OMol25 dataset; level of theory: ωB97M-V/def2-TZVPD.

Results
SMILES = CCCSC.O.O
Orbital gap = 9.233 eV
E_HOMO = -8.49 eV
Spin multiplicity = 1

CARTESIAN COORDINATES (ANGSTROEM)
C1 0.61 -2.62 0.21
C2 1.02 -1.34 -0.49
C3 -0.10 -0.29 -0.59
S1 0.30 1.48 -0.32
C4 -1.43 2.01 -0.07
H1 -0.26 -2.50 0.86
H2 1.50 -3.00 0.72
H3 0.38 -3.41 -0.50
H4 1.92 -0.84 -0.10
H5 1.30 -1.57 -1.53
H6 -0.74 -0.39 -1.45
H7 -0.77 -0.41 0.28
H8 -1.70 1.82 0.98
H9 -2.11 1.51 -0.75
H10 -1.54 3.09 -0.15
O1 0.37 1.07 4.45
H11 -0.09 0.70 5.21
H12 1.16 0.56 4.26
O2 -0.02 1.02 -3.64
H13 0.09 1.46 -4.48
H14 0.11 1.66 -2.91


Model ii:
A 3-piece molecular cluster, C4H14O2S overall. Source: the OMol25 dataset; level of theory: ωB97M-V/def2-TZVPD.

Results
SMILES = CCCCS.O.O
Orbital gap = 9.704 eV
E_HOMO = -9.24 eV
Spin multiplicity = 1

CARTESIAN COORDINATES (ANGSTROEM)
C1 1.14 -1.71 -1.30
C2 0.96 -1.29 0.18
C3 0.76 0.22 0.41
C4 -0.59 0.40 1.18
S1 -0.13 0.62 2.96
H1 1.82 -2.61 -1.31
H2 0.26 -2.16 -1.81
H3 1.74 -1.02 -1.85
H4 1.76 -1.63 0.75
H5 0.06 -1.94 0.65
H6 0.52 0.79 -0.62
H7 1.67 0.51 0.97
H8 -1.43 -0.29 1.08
H9 -0.96 1.36 0.66
H10 0.99 -0.02 3.04
O1 -2.51 0.20 -1.73
H11 -2.94 -0.54 -1.22
H12 -2.17 0.80 -1.13
O2 0.83 0.93 -3.59
H13 0.02 0.65 -4.05
H14 0.57 1.44 -2.80


Which of them is most stable? Easy: model i.